Entry 1:
The following is a quantum chemistry calculation of a 6-piece molecular cluster, C38H68BN4O20S2 overall at a distorted geometry, from OMol25.

Geometry as XYZ:
```
133
Properties=species:S:1:pos:R:3:forces:R:3:mulliken_charge:R:1
C -2.18312 -2.23955 -4.28598 0.4 -0.2 1.1 -1.48
C -1.39521 -1.21017 -3.44934 -1.2 -0.1 -0.2 1.51
C -1.85853 0.20176 -3.88259 0.7 -0.3 -0.7 -0.79
O -3.06600 0.65100 -3.21500 2.0 1.0 0.6 -0.39
C -3.03187 2.00086 -2.88321 -1.4 1.3 -0.7 0.37
O -3.88675 2.71987 -3.32335 0.5 -0.6 0.4 -0.54
C -1.97502 2.59577 -1.93930 0.4 -1.7 -0.7 -0.47
S -2.25113 2.11723 -0.20632 -0.1 0.7 0.3 -0.03
N -2.39502 0.39766 -0.27099 0.3 -0.2 -1.3 0.99
C -2.54349 -0.33506 0.77212 -0.8 -0.7 2.5 -1.91
N -2.68079 -1.73830 0.81550 0.6 -0.4 -0.1 0.55
C -2.15534 -2.12105 2.14678 0.8 0.0 0.7 -0.86
C -2.12831 -0.79853 3.01454 -0.5 -0.2 0.4 -0.08
B -0.65565 -0.65531 3.63252 0.4 0.9 0.4 0.11
O -0.49401 -1.17779 4.90064 -0.4 -0.9 -1.9 -0.49
N 0.52918 -0.07622 2.97879 -1.0 -0.3 -0.5 -0.19
C 1.12233 -0.94529 1.95629 1.0 0.1 0.7 -0.96
C 0.31145 1.29428 2.50102 0.1 0.0 -0.6 -0.71
N -2.61512 0.19944 2.04825 0.2 0.4 -0.9 1.67
C -3.90434 0.82394 2.25859 0.0 1.0 0.4 -0.63
C -3.94132 2.07916 2.83293 1.0 0.2 0.3 -0.15
C -5.13111 2.73097 3.01985 0.0 0.8 0.3 -0.71
C -6.32503 2.15895 2.63059 -0.3 0.6 0.3 -0.43
C -6.30499 0.90316 2.07294 -0.8 0.1 -0.1 -1.04
C -5.10744 0.25928 1.89023 0.3 -1.5 -0.7 0.38
O 0.01794 -1.30560 -3.61882 -0.2 -0.1 0.5 -0.35
C 0.58597 -2.44526 -3.08485 0.8 -1.0 -1.0 0.07
O 1.17212 -3.20017 -3.81394 -0.6 0.9 0.3 -0.50
C 0.49696 -2.78991 -1.60743 -1.3 0.9 0.7 0.79
S -0.63741 -4.23311 -1.50567 0.1 -0.6 -0.3 -0.14
H -2.08198 -2.07883 -5.35915 0.0 -0.1 0.1 0.46
H -1.84930 -3.23533 -3.97432 -0.1 0.0 -0.4 0.32
H -3.22951 -2.17542 -3.95933 0.1 0.1 -0.4 0.33
H -1.64586 -1.43551 -2.39660 0.0 0.3 -0.1 -0.50
H -1.03857 0.92581 -3.81006 -0.2 -0.1 0.3 0.45
H -2.10285 0.12841 -4.94788 0.0 0.2 0.2 0.45
H -2.04727 3.68235 -1.97542 -0.3 -0.2 0.3 0.31
H -0.97925 2.33758 -2.31821 0.0 0.0 0.5 0.42
H -2.35787 -0.05407 -1.18538 -0.3 0.0 0.1 -0.05
H -3.66803 -1.97757 0.91588 -0.2 0.3 -0.9 0.22
H -1.13953 -2.51822 2.05349 -0.2 0.0 -0.2 0.34
H -2.74702 -2.90573 2.62011 -0.1 0.2 -0.3 0.32
H -2.82574 -0.85038 3.86031 -0.1 -0.1 -0.3 0.37
H 0.32790 -1.68889 4.82355 0.4 0.5 0.9 0.27
H 0.75466 -0.75657 0.93408 -0.1 -0.1 0.2 0.13
H 0.99489 -2.00132 2.23289 -0.1 0.2 -0.2 0.36
H 2.21005 -0.78582 1.96463 -0.2 0.0 -0.3 0.41
H 1.10652 1.99024 2.78971 0.0 -0.2 0.1 0.40
H -0.64681 1.70941 2.83473 0.2 -0.1 0.1 0.05
H 0.28012 1.27981 1.39707 -0.1 0.2 0.2 0.24
H -3.01798 2.56485 3.13854 0.0 -0.1 -0.1 0.41
H -5.08512 3.72360 3.45766 -0.2 -0.1 0.0 0.44
H -7.24242 2.72071 2.76980 0.0 -0.2 0.0 0.43
H -7.22957 0.42054 1.77523 0.2 0.0 0.0 0.52
H -5.16292 -0.71909 1.41398 0.0 0.1 0.1 0.16
H 1.46749 -3.00895 -1.16308 0.0 -0.1 -0.4 0.54
H 0.03304 -1.98908 -1.01613 0.2 0.0 -0.2 -0.88
H -1.44892 -3.95819 -0.46517 0.4 0.5 -0.1 0.03
C -9.61082 -2.75692 -0.43811 0.1 0.3 0.0 -0.97
C -8.54548 -3.70018 -0.95486 -0.5 -0.2 0.3 -0.16
O -7.67476 -3.04557 -1.89644 0.2 0.0 0.0 -0.41
C -6.75424 -2.25315 -1.37665 -0.3 -0.1 -0.2 0.67
O -6.56652 -2.04224 -0.20011 0.2 0.0 0.1 -0.58
O -6.05842 -1.70421 -2.37687 0.1 -0.1 0.3 -0.39
C -5.09368 -0.75372 -1.93881 0.0 0.1 -0.2 -0.27
H -10.15458 -2.30379 -1.26783 -0.1 -0.1 0.0 0.32
H -10.31572 -3.28967 0.19935 0.0 0.0 0.0 0.37
H -9.17092 -1.94459 0.14057 0.0 -0.1 0.1 0.17
H -9.01226 -4.51999 -1.49690 0.2 0.1 -0.2 0.32
H -7.96486 -4.13686 -0.14225 0.1 0.2 0.0 0.28
H -4.44445 -1.18546 -1.17302 -0.1 0.0 0.0 0.09
H -5.59809 0.13555 -1.55468 0.1 0.0 0.2 0.51
H -4.48599 -0.46991 -2.78985 -0.6 -0.4 0.1 0.35
C 2.86084 8.54166 -2.71416 -0.3 0.0 -0.2 -1.19
C 2.87263 7.13575 -2.15343 0.5 0.4 -0.1 -0.08
O 1.53365 6.63942 -1.96689 0.0 -0.2 0.1 -0.33
C 0.91846 6.22831 -3.06808 0.1 0.3 0.1 0.72
O 1.36959 6.21625 -4.18042 -0.1 -0.1 -0.1 -0.55
O -0.31973 5.83369 -2.72832 -0.1 -0.2 0.1 -0.33
C -1.12904 5.44771 -3.83823 -0.1 -0.1 -0.2 -0.65
H 2.25070 9.19640 -2.09038 0.1 0.0 0.1 0.34
H 3.87365 8.94073 -2.76488 0.0 0.0 0.1 0.35
H 2.43253 8.56208 -3.71618 0.1 -0.1 0.0 0.32
H 3.33904 7.14137 -1.17015 -0.3 -0.2 0.1 0.26
H 3.44773 6.45632 -2.78254 -0.2 0.0 -0.1 0.28
H -0.62949 4.69573 -4.44884 0.1 0.1 -0.1 0.33
H -1.38502 6.31607 -4.44243 0.1 -0.1 -0.1 0.41
H -2.04700 5.02270 -3.43949 0.0 0.2 0.1 0.17
C 3.48090 -5.06493 -3.69067 0.4 0.1 0.1 -0.57
C 3.21409 -6.38910 -3.00680 -0.3 0.4 0.1 -0.18
O 3.98454 -7.44900 -3.58761 -0.1 -0.2 0.1 -0.37
C 5.26599 -7.48797 -3.22264 0.0 0.0 -0.2 0.76
O 5.80832 -6.73586 -2.45562 0.0 0.0 0.1 -0.56
O 5.84849 -8.49775 -3.86799 0.0 0.0 0.0 -0.35
C 7.25543 -8.60441 -3.63879 0.3 -0.1 0.0 -0.63
H 3.32515 -5.15056 -4.76691 -0.2 0.0 0.0 0.27
H 2.81768 -4.29010 -3.29873 0.3 -0.4 -0.1 -0.09
H 4.51335 -4.74709 -3.53966 0.0 -0.1 0.1 0.35
H 2.16918 -6.66731 -3.14197 0.1 -0.2 -0.1 0.27
H 3.39973 -6.33185 -1.93315 0.2 0.0 0.0 0.31
H 7.47951 -8.63799 -2.57463 0.0 0.1 0.0 0.30
H 7.77473 -7.77155 -4.11108 0.0 0.1 0.1 0.29
H 7.58577 -9.53225 -4.09774 -0.2 0.0 -0.1 0.23
C -0.48710 -1.92648 7.79835 0.0 -0.2 0.1 -0.66
C 0.26020 -1.25143 8.92914 -0.1 0.2 -0.4 -0.36
O 0.24533 -2.04723 10.12090 0.1 0.1 0.1 -0.35
C 1.09641 -3.07312 10.13035 -0.2 -0.1 0.1 0.77
O 1.86161 -3.36738 9.24884 0.1 0.0 -0.1 -0.56
O 0.94149 -3.72789 11.27963 0.0 0.0 0.0 -0.34
C 1.73427 -4.91249 11.39034 0.1 -0.2 0.2 -0.63
H -1.49842 -2.19124 8.11315 0.0 0.1 0.0 0.31
H -0.54545 -1.27025 6.93189 0.0 0.0 0.4 0.14
H 0.00692 -2.85169 7.49725 0.1 0.1 0.0 0.27
H -0.23133 -0.31413 9.18574 0.0 -0.1 0.2 0.34
H 1.28591 -1.01315 8.64571 0.0 -0.2 0.1 0.31
H 2.78427 -4.70287 11.19752 0.0 0.0 -0.1 0.30
H 1.36563 -5.67381 10.70404 0.1 0.0 -0.1 0.29
H 1.62885 -5.27490 12.40917 -0.1 0.2 0.0 0.23
C 7.05036 5.22536 -4.45558 0.1 -0.2 0.2 -1.13
C 7.13882 6.69678 -4.10769 -0.1 -0.2 -0.5 -0.24
O 7.14813 6.89166 -2.68556 -0.1 0.2 0.0 -0.28
C 8.31134 6.64333 -2.08113 -0.1 -0.1 0.0 0.71
O 9.32711 6.29025 -2.61632 0.1 0.0 0.0 -0.55
O 8.14482 6.83626 -0.77128 0.0 0.1 0.0 -0.33
C 9.29557 6.51686 0.01503 0.2 0.0 0.3 -0.65
H 6.19366 4.76635 -3.95858 -0.1 0.1 -0.1 0.28
H 6.94993 5.09166 -5.53270 0.0 0.0 0.0 0.37
H 7.93958 4.68980 -4.12443 0.1 0.1 -0.1 0.32
H 6.25583 7.21256 -4.48325 0.0 0.1 0.3 0.31
H 8.00884 7.16550 -4.56715 0.1 0.0 0.2 0.36
H 10.17846 7.03697 -0.35019 0.0 -0.1 -0.1 0.30
H 9.46092 5.44021 0.01463 0.1 0.0 -0.1 0.29
H 9.09036 6.84239 1.03134 -0.2 0.0 -0.1 0.22
```
Forces are in eV/Å.

Output
E_LUMO ... -3.49 eV
Charge ... +1
Strongest force on any atom ... 2.67 eV Å⁻¹
Kohn-Sham gap ... 8.2 eV

***

Entry 2:
The following is a quantum chemistry calculation of a 5-piece molecular cluster, C38H68Br2N4O6P overall at a distorted geometry, from OMol25.

Geometry as XYZ:
```
119
Properties=species:S:1:pos:R:3:forces:R:3:mulliken_charge:R:1
C 3.89295 2.02572 0.99712 -0.9 0.8 -0.2 0.21
C 4.17687 2.38381 -0.12228 1.3 -0.8 -0.2 -1.31
C 4.78319 2.62038 -1.46192 -0.7 0.8 0.7 -0.84
C 3.93730 1.98685 -2.67641 2.6 1.6 2.0 0.38
P 4.51324 3.05868 -4.13338 -0.6 0.0 -3.1 0.03
C 6.38724 2.90516 -4.19865 -0.1 -0.1 0.6 -1.05
O 4.26153 4.69148 -3.83641 0.9 -1.3 0.9 -0.43
C 4.21758 0.46230 -2.51188 -3.2 -0.7 1.0 -0.55
N 4.36341 -0.53297 -3.57431 2.3 0.4 -0.2 0.77
C 4.84067 -0.08347 -4.89128 -0.2 0.1 -0.8 -1.03
C 5.32626 -1.55972 -3.14697 0.6 -0.7 0.2 0.38
C 6.77848 -1.22192 -2.73819 0.1 0.8 0.7 -1.00
O 5.00648 -2.71531 -3.15813 -0.3 0.3 -0.1 -0.50
C 2.80066 0.02593 -1.83975 -1.5 -0.5 -0.7 -0.44
C 2.00945 -1.05266 -2.65223 1.8 0.2 2.0 0.58
C 1.99841 -2.34417 -2.11370 -1.0 -1.0 -1.1 -0.27
C 1.24498 -3.32107 -2.82753 0.6 2.2 0.0 -0.81
C 0.60140 -2.80398 -3.96427 -0.7 -1.5 -0.5 -0.65
C 0.69793 -1.48391 -4.41438 0.0 -0.7 0.4 -0.65
N 1.41531 -0.58768 -3.73802 -0.4 -0.5 -0.3 0.01
C 1.81116 1.21763 -1.92623 2.8 -1.0 0.8 0.21
C 0.35624 1.14633 -1.51120 0.2 -0.1 0.5 -1.35
C 0.02751 1.82636 -0.17071 -1.4 0.8 0.6 0.56
C -1.47128 2.11770 0.13167 0.4 -0.6 -0.1 -1.44
N 0.89369 2.14456 0.68692 0.5 -0.3 -0.5 -0.12
N 2.50809 2.21844 -2.38682 -2.6 0.5 0.2 0.86
C 1.77200 3.47046 -2.54000 0.5 0.4 -0.6 -1.32
Br 1.84315 4.75425 -1.10901 0.3 -0.7 -0.6 -0.02
C 1.09614 3.74439 -3.65867 0.1 0.4 -0.5 0.76
C 0.32889 5.02376 -3.93998 -0.7 -0.6 -0.1 -1.32
Br 1.07923 2.46170 -5.11133 -0.2 0.8 0.8 -0.02
H 3.34070 1.99020 1.93065 0.6 -0.3 -0.4 0.49
H 5.82403 2.25218 -1.51009 -0.6 0.0 0.1 0.48
H 4.87505 3.72378 -1.56718 -0.3 -0.5 -0.1 0.64
H 6.79745 2.21252 -3.44308 -0.1 0.3 -0.4 0.31
H 6.87536 3.88923 -4.07573 -0.3 -0.4 0.1 0.42
H 6.65903 2.53872 -5.20424 -0.3 0.2 0.5 0.34
H 5.05022 5.05069 -3.39702 -0.4 0.3 0.1 0.28
H 4.92043 0.33489 -1.66782 0.0 0.1 -0.8 0.45
H 4.09094 0.58799 -5.35444 0.4 -0.3 0.3 0.34
H 4.92979 -0.97567 -5.54305 -0.1 0.5 0.4 0.43
H 5.83637 0.40440 -4.87536 -0.4 -0.1 0.0 0.22
H 7.15654 -1.98798 -2.03768 -0.4 0.2 -0.5 0.35
H 7.48112 -1.17270 -3.58688 -0.5 -0.1 0.1 0.28
H 6.87457 -0.25957 -2.19021 -0.1 -0.4 -0.5 0.22
H 2.99034 -0.37740 -0.82845 -0.5 0.6 -0.3 1.00
H 2.54357 -2.59483 -1.19844 -0.2 0.2 -0.4 0.50
H 1.17752 -4.36525 -2.51618 -0.1 0.4 -0.2 0.50
H -0.02881 -3.49206 -4.54756 0.3 0.4 0.2 0.44
H 0.15640 -1.19608 -5.32605 0.3 0.1 0.5 0.41
H 0.13152 0.07018 -1.36570 0.0 0.5 -0.2 0.51
H -0.34523 1.52113 -2.27531 0.6 -0.1 0.1 0.45
H -1.60985 3.19198 0.35663 0.1 -0.5 -0.5 0.39
H -2.14971 1.75620 -0.65998 0.2 0.4 0.4 0.24
H -1.73136 1.58786 1.06948 0.1 0.1 -0.5 0.38
H 0.46149 2.60130 1.49257 0.1 -0.2 0.0 0.18
H 0.59291 5.45978 -4.91981 0.1 -0.3 0.5 0.33
H 0.40822 5.77366 -3.14174 0.2 -0.4 -0.3 0.45
H -0.74357 4.74293 -4.00830 0.5 0.2 0.0 0.31
C -6.96898 1.33964 1.44860 -0.1 -0.1 -0.1 -1.21
C -5.49856 1.23857 1.08213 -0.1 0.1 0.0 -0.21
O -5.22968 0.30516 0.04770 0.3 -0.2 0.0 -0.37
C -5.85915 0.55063 -1.19935 -0.1 0.1 0.0 -0.04
C -5.48550 1.88549 -1.82175 0.0 0.1 0.1 -0.94
H -7.35391 0.36379 1.75096 0.0 0.0 0.0 0.31
H -7.10765 2.04267 2.27121 0.0 0.0 0.0 0.40
H -7.57605 1.68381 0.61022 0.0 0.1 0.0 0.29
H -4.94060 0.89801 1.95598 0.1 -0.1 -0.1 0.37
H -5.09153 2.22204 0.81967 -0.1 0.0 0.0 0.23
H -6.94526 0.45637 -1.09966 0.0 0.1 0.0 0.33
H -5.54045 -0.25320 -1.86552 0.1 -0.1 0.2 0.04
H -5.78920 2.72742 -1.19811 -0.1 0.0 -0.1 0.29
H -5.96854 1.99820 -2.79325 0.0 0.0 0.0 0.41
H -4.40360 1.95300 -1.95924 0.0 0.0 0.0 0.12
C -3.18535 -3.22730 -2.25183 0.1 -0.1 0.0 -0.81
C -4.18628 -3.23539 -3.39414 0.0 -0.1 0.1 -0.25
O -3.69419 -3.84166 -4.57690 0.1 0.2 -0.2 -0.47
C -3.30858 -5.20254 -4.47143 0.0 -0.1 0.1 -0.17
C -4.43498 -6.12633 -4.04230 -0.1 0.1 0.1 -1.15
H -2.26778 -2.71555 -2.55502 0.0 0.0 0.0 0.08
H -3.60284 -2.71608 -1.38230 0.0 0.0 0.0 0.44
H -2.90933 -4.23680 -1.94361 -0.1 0.0 0.1 0.29
H -4.43112 -2.20510 -3.65809 0.0 -0.1 -0.2 0.22
H -5.12573 -3.70672 -3.08750 0.0 0.0 0.1 0.30
H -2.44545 -5.30076 -3.80218 0.0 0.0 0.1 0.16
H -2.96447 -5.49975 -5.46342 0.0 0.2 0.0 0.40
H -4.81313 -5.87742 -3.04968 0.1 -0.1 0.0 0.27
H -4.08760 -7.16009 -4.01778 0.0 0.0 0.0 0.41
H -5.27193 -6.05513 -4.73900 0.0 0.0 0.0 0.29
C 2.01657 1.87987 6.81091 0.1 -0.1 0.0 -1.16
C 1.04819 1.88144 5.64104 0.0 0.0 0.2 -0.01
O 1.57322 1.28846 4.46265 0.0 0.2 -0.3 -0.39
C 1.95902 -0.07394 4.56514 0.0 -0.1 0.1 -0.39
C 0.82050 -0.99825 4.95586 -0.1 0.1 0.0 -0.36
H 2.94026 2.39673 6.54217 -0.1 0.0 0.0 0.33
H 1.57165 2.38042 7.67207 0.0 0.0 0.0 0.41
H 2.28620 0.86794 7.11632 -0.1 0.0 0.1 0.27
H 0.80840 2.91400 5.38211 0.0 -0.1 -0.2 0.32
H 0.10149 1.40357 5.91669 0.0 -0.1 0.0 0.06
H 2.80344 -0.17747 5.25467 0.0 0.0 0.1 0.31
H 2.32953 -0.36437 3.57963 0.0 0.2 0.0 0.32
H 0.41725 -0.75482 5.93866 0.1 -0.1 0.0 -0.43
H 1.16338 -2.03337 4.98213 0.0 0.0 0.0 0.45
H 0.00164 -0.91950 4.23761 0.0 0.0 0.0 0.26
C -4.30740 -2.75781 8.49868 0.0 0.2 -0.1 -1.01
C -2.93653 -3.14016 7.96744 -0.1 0.0 0.2 -0.34
O -2.49290 -2.32691 6.89286 0.1 -0.1 -0.3 -0.42
C -2.36101 -0.94391 7.16584 0.0 0.0 0.2 -0.30
C -1.37262 -0.63500 8.27882 0.0 -0.1 0.1 -1.11
H -5.05074 -2.79860 7.69974 0.0 -0.1 0.0 0.29
H -4.60928 -3.43984 9.29473 0.0 0.0 0.0 0.39
H -4.32044 -1.74524 8.90471 0.0 0.0 0.1 0.26
H -2.97825 -4.15919 7.58095 0.1 0.1 -0.1 0.33
H -2.19318 -3.14508 8.77171 0.0 0.0 0.0 0.31
H -3.34112 -0.50363 7.37937 0.0 0.0 0.1 0.35
H -2.00996 -0.47966 6.24164 0.0 -0.2 -0.1 0.24
H -1.67935 -1.06969 9.23073 0.0 0.1 0.0 0.38
H -1.28364 0.44420 8.41749 0.0 0.0 0.0 0.38
H -0.38717 -1.03919 8.03772 0.0 0.0 0.0 0.27
```
Forces are in eV/Å.

Output
E_LUMO ... -3.06 eV
Charge ... +1
Strongest force on any atom ... 3.72 eV Å⁻¹
Kohn-Sham gap ... 8.0 eV